{
  "formula": "C19H20F9N4O7S3Tb",
  "method": "ωB97M-V/def2-TZVPD",
  "symbols": ["Tb", "C", "N", "C", "C", "C", "C", "C", "C", "C", "N", "C", "C", "C", "C", "C", "C", "N", "C", "C", "H", "H", "H", "H", "H", "H", "H", "H", "H", "H", "H", "H", "H", "H", "H", "H", "H", "H", "H", "H", "F", "C", "F", "F", "S", "O", "O", "N", "S", "O", "O", "C", "F", "F", "F", "F", "C", "F", "F", "S", "O", "O", "O"],
  "coordinates": [[0.52368, 0.25457, -0.02437], [1.07624, -1.34499, 2.87050], [0.81023, -1.74747, 1.46979], [1.94381, -2.56735, 0.98634], [-0.45943, -2.47673, 1.45728], [-0.53681, -3.80356, 1.84696], [-1.75675, -4.45606, 1.93556], [-2.91687, -3.73553, 1.70440], [-2.85556, -2.40681, 1.32681], [-1.62842, -1.75784, 1.11690], [-1.48577, -0.44336, 0.70053], [-2.42015, 0.17771, -0.12317], [-3.41010, -0.45491, -0.88651], [-4.27691, 0.27210, -1.68572], [-4.18347, 1.65020, -1.75924], [-3.16619, 2.29427, -1.06732], [-2.27751, 1.58148, -0.28640], [-1.12031, 2.18720, 0.35738], [-1.41172, 2.44583, 1.78077], [-0.67019, 3.43305, -0.27942], [1.09700, -2.22784, 3.51536], [2.03535, -0.83451, 2.92979], [0.28819, -0.67595, 3.21910], [2.17182, -3.38598, 1.67394], [1.69826, -2.97441, 0.00800], [2.82365, -1.93587, 0.91644], [0.36412, -4.35114, 2.09190], [-1.79710, -5.50282, 2.20418], [-3.88423, -4.20823, 1.82088], [-3.77134, -1.84901, 1.19553], [-3.46820, -1.53301, -0.88608], [-5.03515, -0.25209, -2.25414], [-4.86929, 2.22046, -2.37086], [-3.07099, 3.36838, -1.16117], [-2.22351, 3.17371, 1.87503], [-1.70520, 1.51672, 2.26528], [-0.51735, 2.83716, 2.26846], [-1.35113, 4.26319, -0.06712], [0.31739, 3.68481, 0.10650], [-0.60020, 3.28856, -1.35555], [-1.43158, -1.98334, -3.79969], [-0.34788, -1.32964, -4.19216], [-0.67545, -0.42206, -5.09918], [0.53083, -2.18344, -4.70272], [0.35654, -0.50977, -2.68933], [0.36794, -1.54022, -1.66429], [-0.54568, 0.55833, -2.31902], [1.76091, -0.00734, -3.14712], [2.45098, 0.73275, -1.89614], [1.61742, 1.85047, -1.51703], [2.55530, -0.29708, -0.86815], [4.05245, 1.23269, -2.75825], [4.33893, 2.49832, -2.55148], [5.02553, 0.44115, -2.35001], [3.86042, 1.05614, -4.06249], [5.00954, 2.70922, 2.57082], [3.70922, 2.63251, 2.34165], [3.08561, 2.31342, 3.48431], [3.26794, 3.82502, 1.93300], [3.26974, 1.32519, 1.10182], [3.88786, 1.81930, -0.10561], [3.78301, 0.11953, 1.67156], [1.79052, 1.43489, 1.18298]],
  "lowdin_charge": [1.65, -0.05, -0.28, -0.07, -0.21, -0.03, -0.09, -0.09, -0.03, -0.23, -0.09, -0.26, -0.03, -0.08, -0.09, -0.03, -0.23, -0.28, -0.05, -0.08, 0.10, 0.07, 0.10, 0.09, 0.10, 0.07, 0.11, 0.10, 0.10, 0.11, 0.11, 0.10, 0.10, 0.11, 0.10, 0.09, 0.09, 0.09, 0.09, 0.09, 0.17, -0.67, 0.17, 0.16, 0.61, -0.33, -0.30, -0.26, 0.68, -0.33, -0.41, -0.66, 0.18, 0.19, 0.15, 0.16, -0.66, 0.13, 0.14, 0.57, -0.29, -0.24, -0.43],
  "homo_ev": [-7.18, -7.19],
  "total_charge": 0,
  "spin_multiplicity": 7
}

{
  "formula": "C19H20FeO8",
  "method": "ωB97M-V/def2-TZVPD",
  "symbols": ["C", "C", "O", "C", "C", "C", "C", "O", "C", "O", "O", "C", "C", "O", "H", "H", "H", "H", "H", "H", "H", "H", "H", "H", "H", "H", "H", "O", "C", "Fe", "C", "O", "C", "O", "C", "C", "C", "C", "C", "C", "C", "H", "H", "H", "H", "H", "H", "H"],
  "coordinates": [[-1.75634, -0.16218, -4.86261], [-1.55473, 0.74262, -3.68191], [-0.33134, 0.30819, -3.05743], [-0.08986, 0.97699, -1.91199], [1.03335, 0.33653, -1.17160], [1.76827, -0.79914, -1.80271], [3.22487, -0.61176, -2.11027], [1.18685, -1.86747, -2.02594], [1.77750, 1.18297, -0.23902], [2.71565, 0.76606, 0.46130], [1.33002, 2.43876, -0.15279], [2.07345, 3.25192, 0.78494], [1.28650, 4.53394, 0.83974], [-0.79064, 1.90764, -1.54831], [-2.71166, 0.07423, -5.33441], [-0.96587, -0.02631, -5.60959], [-1.76923, -1.21799, -4.56715], [-1.45684, 1.79520, -3.98052], [-2.36746, 0.64231, -2.95052], [3.73688, -0.26311, -1.20301], [3.64603, -1.56694, -2.44739], [3.35378, 0.14153, -2.89975], [2.11233, 2.75666, 1.76673], [3.09718, 3.42203, 0.41420], [1.75411, 5.24307, 1.52864], [1.23276, 4.99722, -0.15460], [0.25931, 4.34153, 1.18035], [-1.64048, -3.63532, 5.32552], [-1.38813, -2.84925, 4.50665], [-0.80800, -2.31005, 2.93025], [0.59531, -3.44603, 2.81239], [1.25735, -4.37294, 2.58279], [-1.83241, -3.50771, 2.13443], [-2.32357, -4.51582, 1.82663], [-0.57640, -0.84071, 0.08647], [-1.84997, -0.29506, 0.27346], [-2.63647, -0.49575, 1.38986], [-2.17861, -0.81169, 2.71281], [-0.92770, -0.24728, 3.19175], [0.21953, -0.53141, 2.46146], [0.18280, -1.26751, 1.23705], [-0.35713, -1.35209, -0.85051], [-2.26311, 0.27553, -0.56623], [-3.72306, -0.37169, 1.26783], [-2.98678, -0.96509, 3.44700], [-0.88438, 0.26544, 4.15585], [1.21422, -0.27298, 2.83950], [1.11213, -1.79710, 0.97064]],
  "lowdin_charge": [-0.07, -0.21, 0.00, -0.45, 0.03, -0.36, 0.02, 0.08, -0.43, 0.07, 0.01, -0.21, -0.07, 0.11, 0.08, 0.08, 0.09, 0.13, 0.12, 0.08, 0.10, 0.10, 0.13, 0.13, 0.08, 0.09, 0.09, 0.12, -0.14, 0.10, -0.09, 0.15, -0.13, 0.13, -0.07, -0.05, -0.06, -0.22, -0.13, -0.14, -0.16, 0.11, 0.11, 0.12, 0.12, 0.13, 0.13, 0.12],
  "homo_ev": [-5.75, -8.67],
  "total_charge": 0,
  "spin_multiplicity": 5
}

{
  "formula": "C19H20N2O3S2",
  "method": "ωB97M-V/def2-TZVPD",
  "symbols": ["C", "C", "C", "C", "C", "N", "S", "C", "C", "C", "C", "C", "C", "C", "O", "C", "C", "S", "O", "O", "N", "C", "C", "C", "C", "C", "H", "H", "H", "H", "H", "H", "H", "H", "H", "H", "H", "H", "H", "H", "H", "H", "H", "H", "H", "H"],
  "coordinates": [[3.14468, 3.24458, -0.18784], [1.82872, 2.53740, -0.12184], [0.68511, 3.16182, -0.62389], [-0.55693, 2.56444, -0.60317], [-0.70402, 1.28256, -0.06772], [-1.94288, 0.63078, -0.01630], [-2.07973, -0.80604, 0.91742], [-3.76295, -0.95426, 0.51070], [-4.64963, -1.93918, 0.92040], [-5.95434, -1.86651, 0.47147], [-6.37291, -0.83754, -0.36980], [-5.48729, 0.13946, -0.77568], [-4.17106, 0.08044, -0.33101], [-3.11029, 1.02797, -0.66023], [-3.20128, 2.00169, -1.37820], [0.42507, 0.64997, 0.43824], [1.66085, 1.26824, 0.41149], [2.93285, 0.20010, 1.10336], [4.22276, 0.83458, 1.17774], [2.41531, -0.37716, 2.30836], [2.93018, -1.00451, -0.07070], [3.45058, -2.27623, 0.39377], [3.15882, -3.35166, -0.64768], [3.79041, -2.96046, -1.98131], [3.27916, -1.58543, -2.40301], [3.55445, -0.56655, -1.30053], [3.91574, 2.67894, 0.32302], [3.43742, 3.38735, -1.22813], [3.06002, 4.22926, 0.26880], [0.77891, 4.15338, -1.04171], [-1.41221, 3.08107, -1.00457], [-4.32345, -2.73438, 1.57159], [-6.66134, -2.62198, 0.77938], [-7.39839, -0.80787, -0.70403], [-5.78243, 0.94782, -1.42643], [0.37504, -0.33377, 0.87733], [2.95819, -2.49024, 1.34294], [4.53506, -2.20807, 0.56926], [3.55347, -4.30758, -0.30130], [2.07864, -3.44474, -0.76902], [3.55002, -3.70144, -2.74566], [4.87680, -2.92620, -1.87248], [3.76333, -1.26125, -3.32522], [2.20266, -1.63415, -2.57497], [3.12659, 0.40557, -1.55528], [4.63808, -0.44024, -1.15791]],
  "lowdin_charge": [-0.04, -0.25, -0.02, 0.02, -0.22, -0.24, 1.12, -0.45, -0.08, -0.07, -0.07, 0.00, -0.16, -0.43, 0.08, -0.04, -0.22, 0.70, -0.29, -0.28, -0.24, -0.21, -0.18, -0.20, -0.17, -0.21, 0.05, 0.09, 0.09, 0.12, 0.10, 0.11, 0.11, 0.10, 0.12, 0.07, 0.12, 0.13, 0.11, 0.12, 0.11, 0.11, 0.11, 0.12, 0.12, 0.13],
  "e_above_lowest_kcal_mol": 0.21,
  "smiles": "Cc1ccc(-n2sc3ccccc3c2=O)cc1S(=O)(=O)N1CCCCC1",
  "homo_ev": -8.36,
  "total_charge": 0
}

{
  "formula": "C19H20N2OS2",
  "method": "ωB97M-V/def2-TZVPD",
  "symbols": ["C", "C", "C", "C", "C", "C", "C", "N", "C", "S", "N", "C", "C", "C", "C", "C", "O", "C", "C", "C", "C", "C", "C", "S", "H", "H", "H", "H", "H", "H", "H", "H", "H", "H", "H", "H", "H", "H", "H", "H", "H", "H", "H", "H"],
  "coordinates": [[-1.96491, -0.53521, -2.11676], [-2.71535, -0.39304, -0.82887], [-3.78807, 0.48744, -0.74749], [-4.54052, 0.61533, 0.40552], [-4.24069, -0.16263, 1.51114], [-3.17317, -1.03653, 1.46042], [-2.39237, -1.14040, 0.31080], [-1.32834, -2.06670, 0.32992], [-0.10242, -1.97504, -0.26489], [0.55598, -3.37739, -0.85997], [0.53291, -0.77984, -0.32141], [1.73869, -0.67855, -1.12832], [3.01476, -0.91197, -0.38521], [3.51181, -2.00056, 0.26872], [4.77476, -1.61228, 0.77880], [4.95288, -0.32074, 0.39488], [3.89395, 0.11445, -0.30897], [0.27610, 0.26591, 0.67817], [1.11495, 0.04032, 1.93980], [0.46928, 1.64057, 0.11956], [-0.48109, 2.41779, -0.47295], [0.00375, 3.68197, -0.87265], [1.31485, 3.85271, -0.56878], [1.98707, 2.47759, 0.20634], [-1.63742, -1.56163, -2.26761], [-2.59894, -0.24562, -2.95159], [-1.08039, 0.10225, -2.12498], [-4.04604, 1.07163, -1.61963], [-5.36821, 1.30736, 0.43548], [-4.83431, -0.08796, 2.40934], [-2.92331, -1.64837, 2.31478], [-1.59651, -3.02505, 0.51435], [1.77726, 0.32066, -1.56972], [1.64537, -1.42007, -1.92767], [3.03986, -2.95601, 0.36492], [5.45175, -2.21623, 1.34717], [5.75592, 0.37231, 0.54837], [-0.77949, 0.18917, 0.95546], [0.98726, -0.98076, 2.29186], [0.78786, 0.72547, 2.71845], [2.16965, 0.21323, 1.74815], [-1.50116, 2.10311, -0.60478], [-0.60048, 4.42684, -1.35828], [1.93653, 4.70643, -0.75189]],
  "lowdin_charge": [-0.02, -0.22, -0.06, -0.08, -0.08, -0.02, -0.24, 0.05, -0.83, 0.69, -0.06, -0.12, -0.28, -0.04, -0.05, -0.12, -0.02, -0.31, -0.03, -0.47, -0.12, -0.18, -0.40, 1.08, 0.08, 0.09, 0.07, 0.11, 0.10, 0.10, 0.12, 0.12, 0.12, 0.09, 0.07, 0.10, 0.12, 0.13, 0.09, 0.09, 0.06, 0.10, 0.10, 0.06],
  "e_above_lowest_kcal_mol": 12.30,
  "smiles": "Cc1ccccc1NC(=S)N(Cc1ccco1)[C@@H](C)c1cccs1",
  "homo_ev": -8.05,
  "total_charge": 0
}